1.
A cluster of 3 separate species, C2H12NO2S in total. Source: OMol25; level of theory: ωB97M-V/def2-TZVPD.

Last column: Löwdin charge in e.
Atoms and positions in Å:
H1 1.190 0.729 -2.571  0.10
H2 -1.125 -0.913 0.538  0.10
H3 -0.204 0.534 0.757  0.11
H4 0.245 -1.194 -1.585  0.14
H5 0.501 -0.926 0.647  0.15
N1 -0.271 -0.382 0.283  0.16
H6 1.889 0.451 -0.974  0.08
S1 0.648 2.452 -0.972  0.76
C1 0.988 0.763 -1.487  -0.56
C2 -0.124 -0.234 -1.217  -0.20
H7 -2.734 -2.321 1.560  0.07
O1 1.635 1.122 2.139  -0.07
O2 -2.277 -2.297 0.712  -0.04
H8 -0.146 2.824 -1.981  -0.12
H9 -2.472 -3.130 0.263  0.08
H10 1.419 1.921 2.635  0.06
H11 1.923 0.509 2.843  0.06
H12 -1.083 0.092 -1.590  0.13

Atomic forces in eV per Å
H 0.09 0.08 0.46
H 0.02 0.12 -0.15
H -0.16 -0.15 -0.17
H -0.70 -0.05 -0.13
H 0.32 -0.08 0.12
N -0.13 0.06 -0.09
H 0.25 0.02 0.07
S 0.09 0.27 0.46
C -0.30 0.03 -1.09
C 0.89 0.08 0.94
H -0.10 -0.16 -0.09
O -0.13 -0.53 0.56
O 0.08 0.08 0.06
H -0.08 -0.15 -0.11
H -0.02 0.14 0.11
H 0.03 0.13 -0.18
H -0.02 0.32 -0.46
H -0.14 -0.20 -0.32

Output
- Net charge: +1
- LUMO level: -3.0 eV
- Gap between HOMO and LUMO: 9.9 eV
- Energy: -686.5949 a.u.


2.
A structure of composition C2H12NO2S2. Source: OMol25; level of theory: ωB97M-V/def2-TZVPD.

Last column: Löwdin charge in e.
Atoms and positions in Å:
N1 0.758 -0.132 0.234  0.08
C1 -0.216 -0.669 1.191  -0.24
S1 -1.460 -0.182 -1.741  0.57
H1 -1.559 0.615 2.345  0.10
H2 3.752 -1.681 -1.072  0.07
H3 0.138 -0.150 -0.658  -0.04
C2 -1.373 0.348 1.301  -0.51
H4 -0.598 -1.596 0.738  0.11
H5 -0.790 1.900 -1.182  -0.07
O1 2.793 -1.769 -1.037  -0.04
H6 0.269 -0.899 2.146  0.14
O2 -0.211 2.471 -0.651  -0.09
H7 1.604 -0.708 0.056  0.12
H8 -1.028 1.218 0.730  0.04
H9 2.505 -2.375 -1.728  0.07
H10 -0.308 3.355 -1.017  0.07
H11 -2.393 -0.269 -0.713  -0.45
S2 -2.900 -0.311 0.625  0.94
H12 1.016 0.834 0.433  0.14

Atomic forces in eV per Å
N 0.20 -0.18 -0.90
C -0.28 -0.76 0.79
S 0.45 -0.38 -1.66
H -0.16 0.09 -0.13
H -0.13 -0.20 -0.19
H 1.09 0.37 0.43
C 0.84 -0.44 0.32
H 0.28 0.13 0.37
H 0.03 0.22 -0.16
O -0.26 0.28 0.31
H -0.20 0.11 -0.22
O 0.07 -0.03 -0.01
H -0.32 0.01 0.06
H -0.83 0.28 0.54
H 0.31 0.00 0.00
H 0.06 0.12 0.06
H -1.73 -0.04 0.12
S 0.50 0.34 0.38
H 0.07 0.08 -0.12

Output
- Net charge: +1
- LUMO level: -7.2 eV
- Gap between HOMO and LUMO: 6.5 eV
- Energy: -1084.6409 a.u.


3.
A cluster of 4 separate species, C2H12NO3 in total. Source: OMol25; level of theory: ωB97M-V/def2-TZVPD.

Last column: Löwdin charge in e.
Atoms and positions in Å:
H1 1.156 3.775 -1.074  -0.01
H2 -0.837 -2.364 -1.985  0.17
H3 0.337 0.464 1.813  0.04
H4 -1.303 -0.894 -3.015  0.08
N1 -1.062 -0.368 -0.965  -0.05
H5 -2.089 1.246 -1.900  0.15
O1 0.521 3.326 -0.609  -0.02
H6 0.407 -1.139 -2.233  0.08
C1 -1.962 0.578 -0.983  0.14
C2 -0.674 -1.153 -2.190  -0.02
H7 -0.376 -0.450 -0.065  0.13
O2 0.486 -0.184 1.179  -0.01
H8 0.903 -0.991 1.604  0.08
H9 -2.438 0.855 -0.028  0.12
H10 2.566 -2.303 3.012  0.10
H11 1.617 -1.835 4.075  0.07
O3 1.815 -1.638 3.139  -0.08
H12 0.935 3.074 0.227  0.04

Atomic forces in eV per Å
H 2.47 1.81 -1.83
H -0.10 3.25 -0.14
H -0.31 1.62 1.98
H 0.20 0.40 -0.65
N -0.34 0.37 -0.40
H -0.68 -1.70 0.91
O -2.47 -2.08 2.09
H 0.13 0.56 -0.83
C 1.74 0.01 -0.34
C 0.06 -2.74 2.48
H -1.70 -0.15 -0.48
O 0.82 -3.15 -2.02
H -0.48 1.38 0.07
H 0.68 0.31 -0.42
H -1.36 1.43 -0.16
H -0.33 0.43 -0.46
O 1.70 -1.94 0.49
H -0.04 0.19 -0.27

Output
- Net charge: +1
- LUMO level: -4.6 eV
- Gap between HOMO and LUMO: 10.1 eV
- Energy: -363.5690 a.u.


4.
A cluster of 4 separate species, C2H12NO3S in total. Source: OMol25; level of theory: ωB97M-V/def2-TZVPD.

Last column: Löwdin charge in e.
Atoms and positions in Å:
O1 0.730 -3.354 -1.305  -0.16
C1 -0.275 0.174 0.766  -0.43
C2 1.102 -0.456 0.938  -0.73
N1 -1.321 -0.336 -0.178  -0.03
H1 0.922 -1.573 1.273  0.08
O2 2.672 2.730 -0.247  -0.21
S1 1.990 -0.434 -0.635  0.35
H2 0.125 -2.871 -1.793  -0.06
H3 -3.492 2.201 0.182  0.01
H4 -0.647 0.283 1.808  0.10
H5 1.761 2.690 -0.694  0.03
H6 1.611 0.198 1.691  0.05
H7 -3.113 0.828 -0.448  0.02
O3 -3.890 1.418 -0.203  -0.12
H8 -1.348 -1.311 0.211  0.08
H9 -0.087 1.237 0.469  0.08
H10 -0.738 -0.615 -0.977  0.02
H11 1.284 -2.553 -0.912  -0.05
H12 2.714 1.745 0.056  -0.04

Atomic forces in eV per Å
O 2.95 0.32 2.59
C -0.20 2.76 0.86
C -0.85 -1.56 -0.26
N 1.94 -2.40 1.33
H 0.65 2.05 -0.07
O -2.01 -1.90 0.01
S 0.29 -0.30 -0.12
H -2.00 1.36 -1.73
H 0.18 0.02 0.04
H -0.64 -0.31 -0.57
H 2.03 0.09 0.84
H -0.32 -1.00 -0.23
H -0.86 0.77 0.64
O 0.85 -0.92 -0.56
H -1.08 0.64 -0.33
H -0.05 -0.63 0.07
H -0.07 0.77 -0.47
H -0.87 -1.61 -1.00
H 0.06 1.84 -1.04

Output
- Net charge: -1
- LUMO level: 3.7 eV
- Gap between HOMO and LUMO: 7.5 eV
- Energy: -762.0958 a.u.


5.
A cluster of 4 separate species, C2H12O3S in total. Source: OMol25; level of theory: ωB97M-V/def2-TZVPD.

Last column: Löwdin charge in e.
Atoms and positions in Å:
H1 0.945 2.238 1.803  0.04
H2 -0.533 -2.580 1.326  0.01
H3 -0.156 -2.280 -1.116  0.04
H4 -0.955 -0.182 -1.328  -0.09
H5 1.566 -2.275 -0.484  0.02
H6 -2.164 0.306 -2.222  0.05
O1 0.054 2.519 1.557  -0.11
H7 -0.566 -1.438 2.637  0.01
H8 1.052 -2.260 2.124  0.03
H9 0.211 3.252 -0.269  -0.01
H10 -0.189 2.471 -1.536  0.00
C1 0.771 -1.722 -0.932  -0.20
O2 -1.227 0.064 -2.230  -0.10
S1 0.296 -0.292 0.528  0.71
C2 0.068 -1.863 1.879  -0.23
H11 0.941 -0.964 -1.666  0.00
O3 0.116 3.335 -1.233  -0.08
H12 -0.230 1.669 1.162  -0.10

Atomic forces in eV per Å
H 0.12 0.50 0.21
H 0.17 -0.01 -0.09
H 0.46 0.17 0.11
H -0.72 0.28 -0.22
H 0.55 -0.13 -0.17
H 0.39 -0.11 0.27
O 0.25 -0.79 -0.11
H 0.38 0.02 0.63
H -0.23 0.41 0.22
H -0.13 -0.01 -0.21
H 0.01 0.08 0.00
C -1.85 2.44 2.01
O -0.02 0.08 -0.15
S 0.65 -5.14 0.37
C -0.38 1.95 -2.16
H 0.76 -0.42 -0.95
O 0.05 -0.09 0.06
H -0.46 0.79 0.17

Output
- LUMO level: 0.1 eV
- Gap between HOMO and LUMO: 9.9 eV
- SMILES: CSC.O.O.O
- Energy: -707.2372 a.u.


6.
A cluster of 4 separate species, C2H12O3S2 in total. Source: OMol25; level of theory: ωB97M-V/def2-TZVPD.

Last column: Löwdin charge in e.
Atoms and positions in Å:
S1 -0.990 1.812 -0.209  0.43
H1 1.693 -2.064 -0.790  0.05
H2 -1.591 -2.036 0.142  0.04
H3 -1.198 -1.305 -1.454  0.02
H4 -0.230 -1.016 0.021  -0.02
O1 2.174 -1.417 -0.266  -0.05
H5 1.953 -0.561 -0.648  0.05
H6 0.906 1.979 1.216  0.01
C1 -0.156 2.144 1.366  -0.48
S2 -2.195 0.187 0.299  0.45
H7 -0.894 1.055 -3.765  0.04
O2 1.501 -1.032 2.544  -0.07
H8 -0.321 3.178 1.646  0.02
O3 -1.023 0.143 -3.458  -0.08
H9 2.001 -1.145 1.717  0.00
H10 -0.495 1.523 2.171  0.02
C2 -1.215 -1.151 -0.384  -0.50
H11 -1.963 0.164 -3.247  0.03
H12 2.042 -0.459 3.098  0.03

Atomic forces in eV per Å
S -0.68 -0.47 0.41
H -0.02 -0.01 -0.01
H -0.09 -0.09 -0.33
H -0.22 0.31 -0.14
H 0.52 0.00 -0.08
O 0.23 0.09 0.07
H -0.06 -0.01 -0.11
H 0.16 0.01 0.15
C 0.51 0.43 -0.34
S 0.13 0.76 -0.83
H 0.30 -0.36 0.08
O 0.18 0.13 -0.13
H -0.02 0.21 -0.03
O -0.25 0.66 -0.22
H -0.23 -0.07 0.14
H -0.30 -0.49 0.14
C -0.07 -0.72 1.14
H -0.07 -0.29 0.13
H -0.03 -0.10 -0.04

Output
- LUMO level: 0.5 eV
- Gap between HOMO and LUMO: 9.2 eV
- SMILES: CSSC.O.O.O
- Energy: -1105.4789 a.u.


7.
A cluster of 4 separate species, C2H12O4 in total. Source: OMol25; level of theory: ωB97M-V/def2-TZVPD.

Last column: Löwdin charge in e.
Atoms and positions in Å:
H1 -0.020 -0.546 0.483  0.05
H2 -0.493 -2.599 -0.634  0.05
O1 -2.211 1.278 -0.690  -0.06
H3 1.842 0.321 -0.022  0.11
H4 -0.250 -1.494 -1.670  0.02
C1 1.996 0.197 2.112  -0.08
C2 1.330 0.740 0.850  -0.30
O2 -0.040 0.377 0.787  -0.12
H5 1.231 -0.048 2.859  0.08
H6 -1.711 -0.296 -3.537  0.06
O3 0.117 -1.892 -0.861  -0.06
H7 1.393 1.824 0.780  0.11
H8 2.704 0.883 2.570  0.06
H9 -3.073 1.446 -0.291  0.05
O4 -1.647 -0.654 -2.642  -0.07
H10 -1.607 1.184 0.069  0.02
H11 -2.099 0.010 -2.089  0.01
H12 2.540 -0.732 1.926  0.07

Atomic forces in eV per Å
H -0.39 -0.01 -0.30
H -0.03 -0.06 -0.09
O -0.50 0.16 0.29
H -0.01 0.20 -0.06
H -0.22 0.08 0.11
C -0.10 -0.38 0.35
C 0.38 -0.14 -0.01
O 0.04 -0.11 0.16
H 0.10 0.24 -0.12
H 0.12 -0.21 0.17
O 0.19 -0.06 0.14
H -0.07 0.07 0.12
H 0.06 0.22 -0.04
H 0.06 0.03 -0.15
O -0.28 0.20 -0.44
H 0.38 -0.24 -0.30
H 0.35 -0.02 0.29
H -0.07 0.04 -0.12

Output
- LUMO level: 0.8 eV
- Gap between HOMO and LUMO: 10.9 eV
- SMILES: CCO.O.O.O
- Energy: -384.3609 a.u.


8.
A cluster of 4 separate species, C2H12O4 in total. Source: OMol25; level of theory: ωB97M-V/def2-TZVPD.

Last column: Löwdin charge in e.
Atoms and positions in Å:
H1 2.251 2.677 2.176  0.07
C1 0.228 -1.932 -0.557  -0.28
H2 -0.048 0.940 0.081  0.01
C2 -0.110 -2.688 -1.848  -0.09
H3 -2.606 3.106 1.382  0.02
H4 -1.404 -0.857 -0.731  0.10
H5 -1.076 -3.193 -1.780  0.07
O1 -0.472 -0.692 -0.560  -0.10
H6 -1.554 2.570 0.387  -0.02
H7 -0.151 -1.995 -2.687  0.08
H8 0.620 -3.468 -2.072  0.07
H9 2.802 1.255 2.278  0.07
O2 -2.400 3.078 0.444  -0.10
H10 0.766 1.881 1.021  0.00
H11 1.301 -1.809 -0.435  0.11
H12 -0.149 -2.496 0.303  0.11
O3 0.027 1.872 0.370  -0.09
O4 1.977 1.751 2.226  -0.04

Atomic forces in eV per Å
H 0.00 -0.11 0.11
C -1.28 -0.87 -0.34
H 0.02 0.36 0.08
C 0.27 -0.25 0.16
H 0.02 -0.02 -0.02
H -0.02 -0.04 0.02
H -0.07 0.15 0.07
O 0.60 0.38 0.08
H -0.37 0.49 0.17
H 0.13 0.02 -0.01
H 0.05 0.07 0.03
H -0.10 -0.03 -0.06
O 0.19 -0.28 -0.08
H -0.80 -0.23 -0.59
H -0.08 0.59 -0.07
H 0.36 -0.19 0.01
O 0.59 -0.34 0.14
O 0.47 0.30 0.30

Output
- LUMO level: 0.4 eV
- Gap between HOMO and LUMO: 10.4 eV
- SMILES: CCO.O.O.O
- Energy: -384.3425 a.u.


9.
A cluster of 4 separate species, C2H12O4 in total. Source: OMol25; level of theory: ωB97M-V/def2-TZVPD.

Last column: Löwdin charge in e.
Atoms and positions in Å:
H1 5.845 22.466 12.420  0.00
O1 7.247 20.835 14.969  -0.07
H2 7.148 24.362 10.755  0.09
O2 6.886 23.727 11.425  -0.12
H3 8.045 22.709 12.859  0.07
O3 3.082 20.893 11.280  -0.13
H4 7.814 21.558 14.702  0.00
C1 7.904 23.674 12.372  -0.17
H5 8.838 24.043 11.949  0.09
H6 4.124 19.444 10.330  0.07
H7 2.389 19.520 9.752  0.08
H8 7.602 24.306 13.207  0.09
O4 5.528 21.819 13.050  -0.04
C2 3.082 19.638 10.586  -0.14
H9 2.932 21.583 10.630  0.08
H10 4.749 21.445 12.639  0.02
H11 6.402 21.029 14.563  -0.01
H12 3.008 18.864 11.350  0.08

Atomic forces in eV per Å
H 0.04 0.28 -0.36
O 0.48 -0.40 0.61
H -0.26 -0.10 -0.04
O -0.61 -0.48 -0.96
H -0.10 -0.39 -0.79
O -0.62 -0.09 -0.32
H 0.03 0.09 -0.01
C 0.71 0.86 1.40
H 0.15 -0.20 0.22
H 0.04 0.12 -1.07
H -0.01 0.17 0.24
H 0.31 0.40 0.16
O -0.11 -0.11 0.32
C 1.68 -0.32 1.19
H 0.04 0.13 0.04
H -0.47 -0.21 -0.22
H -0.27 0.22 -0.44
H -1.03 0.01 0.00

Output
- LUMO level: 0.5 eV
- Gap between HOMO and LUMO: 11.0 eV
- SMILES: CO.CO.O.O
- Energy: -384.3070 a.u.


10.
A cluster of 5 separate species, C2H12O5 in total. Source: OMol25; level of theory: ωB97M-V/def2-TZVPD.

Last column: Löwdin charge in e.
Atoms and positions in Å:
H1 4.032 -0.792 -1.333  0.04
H2 -1.872 1.712 5.796  0.03
H3 0.265 3.757 -0.701  0.05
O1 0.674 1.022 -2.558  0.00
H4 -0.902 -6.962 -0.451  0.03
O2 -1.262 -7.073 0.440  -0.07
O3 3.292 -0.439 -0.831  -0.05
H5 3.186 -0.996 -0.053  0.04
H6 -2.086 0.371 0.043  0.03
O4 -1.072 2.237 5.721  -0.06
C1 0.377 2.270 -2.175  -0.30
H7 -0.322 1.666 5.525  0.03
H8 -1.946 1.494 -1.011  0.00
H9 0.479 2.945 -3.014  0.11
H10 0.519 2.048 -0.112  0.06
O5 -2.288 0.607 -0.865  -0.06
H11 -1.136 -6.202 0.840  0.03
H12 1.234 0.410 -2.074  0.09
C2 0.283 2.707 -0.926  -0.01

Atomic forces in eV per Å
H 0.01 -0.09 0.09
H 0.21 -0.29 -0.07
H -0.33 0.25 -0.12
O -0.50 -0.82 -1.63
H -0.13 -0.14 0.19
O 0.22 0.39 -0.19
O -0.29 0.16 -0.04
H 0.14 -0.03 -0.12
H 0.07 0.18 0.07
O 0.15 0.47 0.01
C 1.60 0.15 0.64
H -0.36 -0.18 0.05
H 0.20 0.03 0.14
H -0.77 0.13 -0.15
H -0.26 -0.33 0.32
O -0.29 -0.26 -0.19
H -0.09 -0.25 0.00
H -0.01 0.57 0.97
C 0.42 0.05 0.01

Output
- LUMO level: 0.3 eV
- Gap between HOMO and LUMO: 9.6 eV
- SMILES: C=CO.O.O.O.O
- Energy: -459.5397 a.u.